A molecular structure, C6H3N at a distorted geometry. Source: OMol25; level of theory: ωB97M-V/def2-TZVPD.

Summary:
HOMO-LUMO gap (spin up / spin down) = 7.8 / 7.8 eV
energy above the lowest of the compared OMol25 structures with the same formula, charge and spin = 76.52 kcal per mole
HOMO energy (spin up / spin down) = -9.2 / -9.2 eV

Last column: Löwdin charge in e.
Element x y z (Å)
C1 1.24 2.81 2.10  -0.0287
C2 0.37 3.56 2.93  0.1041
C3 1.16 1.78 1.24  0.1048
C4 -0.30 2.62 2.20  -0.2088
C5 0.09 1.05 0.88  -0.3613
C6 0.01 -0.13 -0.02  -0.0118
N1 -0.92 1.65 1.51  0.1482
H1 -0.56 -0.98 0.34  0.0840
H2 0.98 -0.64 -0.24  0.1074
H3 -0.56 0.24 -0.81  0.0620

***

A molecular structure, C6H10O. Source: OMol25; level of theory: ωB97M-V/def2-TZVPD.

Summary:
HOMO-LUMO gap (spin up / spin down) = 8.4 / 8.4 eV
energy above the lowest of the compared OMol25 structures with the same formula, charge and spin = 108.59 kcal per mole
HOMO energy (spin up / spin down) = -8.7 / -8.7 eV

Last column: Löwdin charge in e.
Element x y z (Å)
O1 -1.90 0.91 0.55  -0.1644
C1 -0.85 1.20 -0.18  -0.5937
C2 0.46 0.82 0.39  -0.0248
C3 0.58 -0.55 0.96  -0.1794
C4 0.76 -1.53 -0.22  -0.1666
C5 -0.01 -1.01 -1.40  -0.0981
C6 -0.58 0.19 -1.42  0.0077
H1 -1.02 1.44 1.83  0.1250
H2 -0.80 2.20 -0.64  0.1427
H3 -0.23 1.59 2.01  0.1157
H4 1.36 1.32 0.03  0.1371
H5 -0.36 -0.77 1.48  0.1185
H6 1.41 -0.61 1.66  0.1221
H7 1.82 -1.61 -0.49  0.1176
H8 0.44 -2.54 0.07  0.1167
H9 -0.04 -1.63 -2.30  0.1109
H10 -1.03 0.58 -2.32  0.1132

***

A molecular structure, C37H55GeMgN4OSeSi. Source: OMol25; level of theory: ωB97M-V/def2-TZVPD.

Summary:
HOMO-LUMO gap = 6.6 eV
energy above the lowest of the compared OMol25 structures with the same formula, charge and spin = 14.27 kcal per mole
total charge = +1
HOMO energy = -9.8 eV

Last column: Löwdin charge in e.
Element x y z (Å)
Mg1 -0.62 0.21 -0.02  0.7273
C1 -2.00 -9.02 10.31  -0.0649
O1 -0.97 -8.93 9.34  -0.0639
C2 -1.05 -7.96 8.42  -0.2787
C3 -0.02 -7.92 7.48  0.0171
C4 -0.01 -6.95 6.50  -0.0136
C5 -1.02 -6.00 6.42  -0.1618
C6 -2.05 -6.04 7.36  -0.0240
C7 -2.07 -7.01 8.36  -0.0071
C8 -0.96 -4.99 5.36  -0.2426
N1 -0.01 -4.92 4.45  0.1929
C9 -0.34 -3.84 3.68  -0.1684
C10 -1.50 -3.25 4.11  -0.1236
N2 -1.89 -4.00 5.19  0.1895
C11 -2.06 -2.11 3.47  -0.0579
C12 -3.26 -1.46 3.82  0.0289
C13 -3.67 -0.35 3.12  -0.0094
C14 -2.86 0.12 2.08  -0.0919
N3 -1.72 -0.47 1.75  0.0349
C15 -1.34 -1.58 2.40  -0.1456
C16 -0.15 -2.23 1.88  -0.1372
N4 0.37 -1.73 0.72  0.0488
C17 1.42 -2.37 0.22  -0.1441
C18 2.02 -3.47 0.82  -0.0152
C19 1.49 -3.98 1.98  0.0365
C20 0.35 -3.36 2.52  -0.0621
H1 -1.76 -9.86 10.94  0.0957
H2 -2.98 -9.18 9.84  0.0972
H3 -2.04 -8.11 10.92  0.0972
H4 0.76 -8.67 7.54  0.1270
H5 0.79 -6.93 5.77  0.1150
H6 -2.86 -5.33 7.35  0.1062
H7 -2.88 -7.02 9.07  0.1057
H8 -2.71 -3.85 5.76  0.1510
H9 -3.88 -1.85 4.62  0.1234
H10 -4.59 0.16 3.35  0.1201
H11 -3.12 1.02 1.54  0.0801
H12 1.81 -1.99 -0.71  0.0587
H13 2.88 -3.93 0.36  0.1188
H14 1.90 -4.85 2.47  0.1303
C21 6.31 1.37 -1.38  -0.2203
Ge1 5.13 0.92 -2.86  0.7377
C22 4.96 -1.00 -3.13  -0.2191
C23 5.60 1.80 -4.54  -0.2158
C24 3.32 1.56 -2.39  -0.5735
Se1 2.62 0.64 -0.82  0.8702
C25 3.06 1.99 0.51  -0.3685
H15 7.34 1.06 -1.59  0.0243
H16 5.98 0.86 -0.47  0.0136
H17 6.31 2.45 -1.21  0.0248
H18 5.94 -1.47 -3.28  0.0250
H19 4.36 -1.19 -4.02  0.0253
H20 4.48 -1.48 -2.28  -0.0048
H21 6.62 1.55 -4.84  0.0234
H22 5.53 2.88 -4.45  0.0230
H23 4.92 1.47 -5.32  0.0230
H24 2.63 1.36 -3.21  -0.0022
H25 3.28 2.63 -2.18  0.0287
H26 4.11 2.27 0.41  0.0175
H27 2.90 1.54 1.49  0.0275
H28 2.43 2.86 0.39  0.0103
C26 0.37 3.77 -1.81  -0.1109
C27 -0.96 3.61 -1.07  -0.6360
C28 -0.62 3.63 0.43  -0.1198
C29 -1.83 4.84 -1.39  -0.0840
Si1 -1.83 1.93 -1.54  0.7594
C30 -3.75 1.97 -1.20  -0.5979
C31 -4.56 2.66 -2.32  -0.1006
C32 -4.28 0.52 -1.06  -0.1165
C33 -4.07 2.77 0.10  -0.1114
C34 -1.54 1.43 -3.40  -0.6390
C35 -1.87 2.55 -4.40  -0.0808
C36 -2.39 0.19 -3.73  -0.1041
C37 -0.08 1.02 -3.63  -0.1335
H29 0.87 4.68 -1.47  0.0946
H30 0.23 3.86 -2.89  0.0694
H31 1.04 2.92 -1.62  0.0217
H32 -0.05 4.54 0.67  0.0919
H33 0.00 2.78 0.72  0.0358
H34 -1.50 3.63 1.07  0.0623
H35 -1.26 5.76 -1.22  0.0894
H36 -2.72 4.89 -0.77  0.0612
H37 -2.15 4.84 -2.44  0.0749
H38 -4.52 2.11 -3.25  0.0571
H39 -4.23 3.68 -2.50  0.0716
H40 -5.62 2.70 -2.02  0.0943
H41 -4.69 0.16 -2.01  0.0708
H42 -5.10 0.47 -0.33  0.0774
H43 -3.52 -0.21 -0.76  0.0356
H44 -4.34 3.80 -0.14  0.0728
H45 -3.26 2.82 0.82  0.0335
H46 -4.94 2.33 0.61  0.0810
H47 -2.90 2.90 -4.32  0.0601
H48 -1.72 2.18 -5.42  0.0900
H49 -1.22 3.42 -4.27  0.0661
H50 -3.45 0.41 -3.77  0.0597
H51 -2.24 -0.61 -2.99  0.0705
H52 -2.09 -0.20 -4.71  0.0896
H53 0.61 1.85 -3.47  0.0373
H54 0.04 0.69 -4.67  0.0939
H55 0.22 0.19 -2.98  0.0520

***

A molecular structure, C32H46Br33ClO5P2 at a distorted geometry. Source: OMol25; level of theory: ωB97M-V/def2-TZVPD.

Summary:
HOMO-LUMO gap = 7.3 eV
HOMO energy = -7.7 eV

Last column: Löwdin charge in e.
Element x y z (Å)
C1 0.70 -0.58 3.85  0.0808
C2 0.90 -0.25 2.72  -0.1472
C3 1.18 0.12 1.23  -0.4130
P1 3.03 -0.20 1.11  0.9844
C4 3.85 0.50 -0.42  -0.2779
C5 3.96 0.17 2.69  -0.2953
C6 0.44 -0.78 0.12  -0.3430
C7 -0.95 -1.39 0.56  -0.0699
C8 -0.83 -2.68 1.46  -0.1401
O1 -1.73 -3.75 1.00  -0.1539
C9 -2.90 -3.77 1.73  -0.3195
O2 -3.23 -4.79 2.27  0.0957
C10 1.29 -1.88 -0.64  -0.1698
C11 0.48 -2.88 -1.55  -0.6696
C12 1.56 -3.75 -2.34  -0.1999
Cl1 -0.56 -2.10 -2.83  0.6152
O3 0.30 0.24 -0.93  -0.0182
C13 0.55 1.57 -0.56  -0.4607
O4 0.67 2.45 -1.35  0.1400
C14 0.58 1.58 1.02  -0.3714
C15 -0.94 1.85 1.47  -0.2438
C16 -1.99 1.93 0.29  -0.1760
C17 -3.43 2.14 0.98  -0.2236
C18 -4.13 0.77 1.37  -0.2477
C19 -4.65 0.02 0.06  -0.2676
C20 -5.96 -0.84 0.34  -0.1490
P2 1.46 3.08 1.85  0.9913
C21 3.16 3.35 1.13  -0.3094
O5 1.68 2.71 3.52  -0.3534
H1 0.78 -0.88 4.91  0.0715
H2 3.16 0.89 -1.20  0.0538
H3 4.41 -0.35 -0.90  -0.0095
H4 4.63 1.25 -0.13  0.0074
H5 3.93 -0.74 3.34  0.0398
H6 5.05 0.40 2.50  0.0519
H7 3.56 1.02 3.31  0.0235
H8 -1.59 -1.66 -0.33  0.1058
H9 -1.57 -0.65 1.15  0.0905
H10 -1.19 -2.42 2.50  0.1221
H11 0.19 -3.13 1.51  0.1346
H12 -3.63 -2.91 1.81  0.1536
H13 1.78 -2.52 0.16  0.1090
H14 2.10 -1.44 -1.29  0.1079
H15 -0.13 -3.63 -0.97  0.0489
H16 2.06 -3.01 -3.03  0.0484
H17 1.10 -4.57 -2.95  -0.0465
H18 2.39 -4.12 -1.66  -0.0005
H19 -1.33 1.10 2.20  0.0383
H20 -0.99 2.85 2.00  0.0580
H21 -2.07 0.95 -0.26  0.1027
H22 -1.85 2.82 -0.39  0.1095
H23 -3.22 2.73 1.93  0.0004
H24 -4.13 2.73 0.32  0.0624
H25 -3.45 0.11 1.99  0.0901
H26 -5.06 0.94 2.02  0.0146
H27 -3.83 -0.62 -0.37  0.0955
H28 -4.92 0.80 -0.71  -0.0051
H29 -6.15 -1.49 -0.56  0.0752
H30 -5.80 -1.55 1.20  0.0521
H31 -6.85 -0.20 0.57  0.0534
H32 3.50 4.43 1.23  -0.0400
H33 3.19 3.14 0.02  0.0491
H34 3.97 2.71 1.59  0.0219
H35 0.82 2.34 3.81  -0.0892
C22 -6.02 2.72 -3.15  -1.5785
Br1 -7.04 1.51 -2.03  0.6337
Br2 -6.95 4.40 -3.42  0.5714
Br3 -4.23 3.00 -2.50  0.6516
H36 -5.93 2.25 -4.13  -0.0898
C23 -6.33 1.53 -7.48  -1.6132
Br4 -7.36 0.30 -6.39  0.5498
Br5 -7.26 3.21 -7.73  0.5680
Br6 -4.55 1.79 -6.77  0.5873
H37 -6.22 1.08 -8.46  -0.0296
C24 -1.63 -6.29 -1.86  -1.5867
Br7 -2.94 -7.71 -1.95  0.5801
Br8 -0.57 -6.39 -0.25  0.6426
Br9 -0.52 -6.25 -3.44  0.6444
H38 -2.18 -5.35 -1.83  -0.0234
C25 -2.85 2.99 5.47  -1.5452
Br10 -4.16 3.44 4.12  0.6676
Br11 -3.64 2.09 6.99  0.5869
Br12 -1.40 1.97 4.70  0.7489
H39 -2.43 3.92 5.83  -0.0204
C26 5.90 -3.94 -2.87  -1.5835
Br13 4.82 -5.11 -1.78  0.6257
Br14 5.06 -2.21 -3.12  0.5938
Br15 7.70 -3.78 -2.19  0.5517
H40 5.97 -4.40 -3.85  -0.1114
C27 -10.79 -0.17 -2.97  -1.6257
Br16 -12.11 0.27 -4.31  0.5705
Br17 -11.59 -1.07 -1.45  0.5680
Br18 -9.33 -1.18 -3.71  0.5180
H41 -10.38 0.77 -2.61  -0.0421
C28 9.95 -0.35 -2.32  -1.6135
Br19 8.12 0.25 -2.56  0.5308
Br20 10.17 -1.32 -0.66  0.5510
Br21 10.57 -1.37 -3.84  0.5609
H42 10.57 0.54 -2.25  -0.0288
C29 7.27 5.04 0.83  -1.6039
Br22 5.58 5.98 0.80  0.6229
Br23 7.96 4.85 2.62  0.5500
Br24 7.15 3.34 -0.09  0.5560
H43 7.98 5.65 0.27  -0.0280
C30 8.35 7.25 6.37  -1.6237
Br25 6.49 7.68 6.09  0.5632
Br26 8.67 5.34 6.27  0.5404
Br27 9.51 8.23 5.17  0.5574
H44 8.61 7.56 7.38  -0.0304
C31 7.02 -6.86 -6.26  -1.6145
Br28 5.93 -8.02 -5.16  0.5707
Br29 6.18 -5.13 -6.51  0.6017
Br30 8.82 -6.69 -5.57  0.5684
H45 7.09 -7.32 -7.23  -0.0296
C32 -7.23 0.86 4.90  -1.6117
Br31 -8.54 1.32 3.55  0.5729
Br32 -8.04 -0.05 6.41  0.5722
Br33 -5.76 -0.15 4.16  0.6186
H46 -6.82 1.79 5.28  -0.0518

***

C5H8O2 in the gas phase at a distorted geometry. Source: OMol25; level of theory: ωB97M-V/def2-TZVPD.

Summary:
HOMO-LUMO gap (spin up / spin down) = 8.5 / 7.6 eV
energy above the lowest of the compared OMol25 structures with the same formula, charge and spin = 81.53 kcal per mole
HOMO energy (spin up / spin down) = -7.9 / -7.3 eV

Last column: Löwdin charge in e.
Element x y z (Å)
C1 1.64 -0.57 0.30  -0.0562
C2 0.42 0.32 0.48  -0.3024
C3 0.25 1.32 -0.59  -0.1078
O1 -1.00 1.45 -0.88  -0.0042
C4 -1.82 0.67 -0.09  -0.0493
C5 -0.94 -0.41 0.46  -0.3375
O2 -0.93 -1.58 -0.36  -0.0291
H1 2.56 0.02 0.31  0.0808
H2 1.57 -1.10 -0.65  0.0808
H3 1.70 -1.32 1.10  0.0851
H4 0.46 0.87 1.44  0.1605
H5 0.97 2.05 -0.97  0.1332
H6 -2.75 0.41 -0.60  0.1025
H7 -1.21 -0.77 1.46  0.1461
H8 -1.03 -1.28 -1.28  0.0975

***

Asked for E_tot across the records above, the calculation gives -7752.4073; -8426.5316; -182452.0629; -2386661.1398; -9406.2965 eV in order.